No. 1
7 unconnected molecules or ions with the total composition C40H81BN3O14 at a distorted geometry. Source: the OMol25 dataset; level of theory: ωB97M-V/def2-TZVPD.

Calculated values
- Gap between HOMO and LUMO: 8.006 eV
- Net charge: -1
- E_LUMO: 1.83 eV
- Max |F|: 5.06 eV/Å
- Energy above the lowest of the compared OMol25 structures with the same formula, charge and spin: 503.8 kJ/mol
- Multiplicity: 1

```
139
Properties=species:S:1:pos:R:3:forces:R:3:lowdin_charge:R:1
O 25.847 25.452 -0.490 -0.484 -1.013 3.690 0.092
C 25.750 25.052 0.679 0.033 -0.375 -2.024 -0.282
O 24.728 24.296 1.203 1.447 1.822 -0.533 0.192
B 25.071 23.863 2.569 -0.358 0.073 -0.052 -0.761
O 26.420 24.512 2.861 -2.755 -2.054 1.469 0.219
C 26.861 25.126 1.832 1.603 1.424 -1.032 -0.424
O 27.962 25.640 1.842 -1.094 -0.022 -1.152 0.108
O 25.057 22.393 2.529 0.106 -0.623 0.669 0.226
C 24.204 21.922 3.435 0.615 -5.012 0.371 -0.349
O 23.956 20.718 3.723 1.148 4.108 -1.554 0.085
C 23.582 23.057 4.142 -2.200 -1.004 1.056 -0.454
O 23.994 24.170 3.621 1.236 1.334 -0.648 0.223
O 22.726 22.825 4.973 0.667 1.363 -0.233 0.125
C 22.388 22.766 11.030 1.591 -0.167 -1.482 -0.061
C 22.168 21.264 11.295 -1.534 0.771 0.092 -0.458
C 20.676 21.089 11.623 -0.483 -0.428 -0.339 -0.082
O 22.539 20.482 10.148 0.131 -0.117 1.074 -0.054
H 22.936 22.805 10.089 0.146 -0.188 -0.407 0.070
H 23.152 23.275 11.619 -0.641 0.061 0.800 0.074
H 21.527 23.375 10.755 -0.289 -0.121 0.857 0.079
H 22.687 20.899 12.181 0.639 0.001 -0.438 0.130
H 20.407 20.118 12.040 0.292 -0.172 -0.040 0.069
H 20.111 21.178 10.695 -0.100 0.099 -0.133 0.077
H 20.266 21.837 12.301 0.341 0.163 0.088 0.073
H 22.193 20.914 9.364 -0.083 0.098 -0.094 0.085
C 20.306 26.886 -3.230 -0.636 -0.461 0.386 -0.056
C 19.037 26.244 -2.573 0.953 -0.801 0.772 -0.439
C 19.454 25.035 -1.627 -0.849 1.002 -0.050 -0.054
O 18.207 27.155 -1.842 0.370 0.170 -0.105 -0.073
H 20.054 27.430 -4.141 -0.014 0.295 0.231 0.066
H 21.045 26.137 -3.511 -0.246 -0.342 -0.066 0.068
H 20.847 27.502 -2.511 -0.271 0.323 -0.004 0.075
H 18.312 25.941 -3.328 0.473 -0.512 -0.257 0.124
H 19.982 24.202 -2.090 -0.208 0.158 -0.264 0.072
H 18.565 24.697 -1.095 -0.276 -0.390 -0.453 0.066
H 20.057 25.350 -0.776 0.508 0.514 -0.262 0.072
H 18.574 27.300 -0.966 0.210 0.039 0.082 0.078
C 29.966 19.632 -6.454 1.429 -1.528 -0.470 -0.086
C 29.053 20.764 -6.629 0.164 2.142 2.122 -0.532
C 29.100 21.627 -5.349 -2.480 -1.209 0.291 -0.054
O 29.481 21.627 -7.629 0.870 -0.164 -2.701 -0.049
H 30.899 19.900 -5.957 0.265 0.361 -0.462 0.087
H 30.141 19.207 -7.442 0.421 -0.241 0.032 0.083
H 29.617 18.825 -5.810 -0.701 0.123 -0.090 0.085
H 28.070 20.357 -6.866 -0.388 0.331 0.168 0.136
H 29.854 22.412 -5.290 0.218 -0.507 -0.160 0.088
H 29.086 20.921 -4.518 0.488 0.391 0.437 0.077
H 28.105 22.069 -5.296 0.056 0.639 0.240 0.075
H 29.382 22.571 -7.488 -0.344 -0.337 0.598 0.088
C 27.335 30.753 5.648 1.359 -0.482 0.324 -0.043
C 27.454 30.724 7.225 2.029 0.721 -0.688 -0.425
C 26.066 31.184 7.845 2.102 -1.486 0.786 -0.099
C 26.031 30.772 9.385 -1.204 0.452 -2.148 -0.168
C 26.175 29.260 9.368 1.713 -0.045 1.430 -0.134
C 27.589 28.751 8.882 -0.030 0.550 -0.991 -0.518
N 27.948 29.369 7.616 -3.159 0.336 -0.555 -0.156
O 29.004 28.784 6.909 0.126 0.869 0.397 -0.003
C 28.674 29.117 9.889 -0.398 0.377 2.028 -0.032
C 27.500 27.268 8.696 0.873 -1.014 -1.203 -0.048
C 28.614 31.722 7.681 -0.579 -0.187 -0.465 -0.036
H 26.769 29.918 5.236 -0.740 0.244 0.325 0.081
H 28.308 30.533 5.209 0.446 -0.021 0.341 0.066
H 27.122 31.698 5.148 -0.698 0.145 0.552 0.077
H 26.000 32.251 7.631 -0.158 -0.026 0.182 0.108
H 25.329 30.630 7.264 -0.393 0.129 0.302 0.108
H 25.027 30.984 9.753 -0.068 0.203 0.149 0.098
H 26.712 31.381 9.979 0.287 -0.393 -0.083 0.097
H 25.262 28.826 8.961 0.483 -0.196 -0.874 0.122
H 26.181 28.841 10.374 -0.190 0.242 0.472 0.113
H 28.752 28.365 10.673 0.107 -0.243 0.047 0.076
H 29.689 29.386 9.597 -0.221 -0.453 -0.860 0.088
H 28.334 29.997 10.435 0.002 0.251 0.087 0.062
H 27.459 26.685 9.617 -0.498 0.105 -0.078 0.090
H 26.788 27.002 7.914 -0.890 -0.001 0.596 0.094
H 28.383 26.920 8.160 0.591 0.049 0.513 0.077
H 28.807 31.754 8.753 -0.780 0.068 0.241 0.059
H 28.408 32.723 7.301 0.110 0.193 0.108 0.069
H 29.604 31.415 7.344 -0.198 -0.239 -0.708 0.073
H 28.575 28.216 6.265 -0.028 -0.165 -0.249 0.104
C 15.345 27.512 5.605 0.363 1.249 0.071 -0.008
C 16.549 28.478 6.034 0.970 -1.088 -0.999 -0.461
C 17.261 29.054 4.719 0.796 0.505 1.832 -0.106
C 18.494 29.968 5.010 -1.424 -0.324 0.309 -0.195
C 18.034 31.108 5.933 0.694 -1.768 0.661 -0.124
C 17.233 30.620 7.238 -0.513 1.597 -0.136 -0.416
N 16.181 29.591 6.906 1.230 2.111 -2.038 -0.134
O 15.335 29.284 7.982 0.138 -0.398 -0.188 -0.010
C 18.159 30.275 8.439 0.005 -0.561 -0.422 -0.041
C 16.510 31.939 7.712 -0.824 0.069 0.128 -0.070
C 17.540 27.572 6.716 1.173 -1.879 0.354 -0.070
H 14.996 27.646 4.581 -0.230 0.870 0.059 0.071
H 14.547 27.672 6.331 -0.212 -0.430 -0.279 0.063
H 15.615 26.458 5.542 0.316 0.101 0.770 0.073
H 17.657 28.210 4.154 -0.755 -0.026 -0.431 0.117
H 16.585 29.759 4.235 -0.407 -0.686 -0.531 0.113
H 18.827 30.392 4.062 0.064 -0.002 -0.066 0.105
H 19.354 29.449 5.433 -0.140 -0.204 0.076 0.100
H 17.503 31.852 5.340 -0.275 -0.014 0.347 0.111
H 19.001 31.496 6.253 -0.345 0.776 0.473 0.109
H 18.816 29.414 8.318 0.080 0.082 -0.461 0.064
H 18.779 31.145 8.657 -0.057 -0.009 0.112 0.080
H 17.571 30.007 9.317 -0.240 0.323 0.005 0.079
H 17.109 32.842 7.835 0.947 -0.455 0.061 0.076
H 15.752 32.348 7.044 -0.210 -0.698 -0.528 0.073
H 15.993 31.825 8.665 0.077 -0.346 0.105 0.070
H 18.581 27.892 6.753 -0.159 0.499 0.082 0.068
H 17.611 26.607 6.214 0.031 0.018 -0.529 0.077
H 17.280 27.210 7.711 -0.384 0.645 0.309 0.093
H 14.535 29.371 7.459 -0.703 0.035 0.852 0.094
C 14.925 17.053 5.124 -0.411 -0.712 1.090 -0.049
C 16.294 16.575 4.683 -0.354 1.065 -1.911 -0.469
C 16.044 15.416 3.592 1.244 -0.196 1.730 -0.146
C 15.341 15.816 2.358 0.294 1.233 -0.564 -0.207
C 16.294 16.807 1.667 -1.874 1.635 0.954 -0.119
C 16.614 18.071 2.594 2.698 0.192 -1.882 -0.426
N 17.025 17.700 3.999 -0.418 -1.720 -1.179 -0.115
O 17.103 18.825 4.866 -0.068 -0.272 -0.591 -0.021
C 18.000 18.633 1.978 0.172 -0.068 1.425 -0.045
C 15.531 19.153 2.451 -0.714 -0.826 1.134 -0.033
C 17.187 16.046 5.835 -0.253 0.054 -1.043 -0.024
H 14.880 17.991 5.677 0.466 -0.123 0.172 0.086
H 14.157 17.144 4.356 0.287 -0.219 -0.166 0.063
H 14.665 16.219 5.776 -0.917 0.256 0.365 0.081
H 17.038 15.108 3.268 0.210 -0.400 0.294 0.115
H 15.550 14.576 4.080 0.097 -0.037 0.325 0.118
H 15.048 15.031 1.660 0.290 -0.397 0.265 0.114
H 14.407 16.309 2.631 -0.098 0.236 -0.297 0.097
H 15.668 17.272 0.905 0.548 -0.064 -0.622 0.099
H 17.198 16.391 1.222 -0.136 -0.233 0.309 0.113
H 18.803 17.910 2.122 -0.218 -0.419 0.313 0.070
H 18.282 19.462 2.626 0.056 0.288 -0.110 0.063
H 18.209 18.961 0.960 -1.252 0.093 -0.310 0.075
H 15.794 20.167 2.752 0.434 -0.180 -0.135 0.082
H 14.766 18.840 3.161 -0.424 0.269 -0.029 0.061
H 15.047 19.156 1.474 0.352 0.064 -0.102 0.079
H 17.571 16.817 6.503 -0.292 0.132 -0.131 0.079
H 16.666 15.287 6.418 -0.021 -0.013 -0.015 0.078
H 18.038 15.594 5.326 0.158 -0.144 0.255 0.079
H 18.056 18.935 4.823 0.154 0.515 0.454 0.102
```
Positions in Å, forces in eV/Å.

---

No. 2
A molecular structure, C3H16CrN2O6 at a distorted geometry. Source: the OMol25 dataset; level of theory: ωB97M-V/def2-TZVPD.

Calculated values
- Gap between HOMO and LUMO (spin up / spin down): 7.378 / 4.281 eV
- Net charge: +1
- E_LUMO (spin up / spin down): -2.88 / -6.09 eV
- Max |F|: 8.44 eV/Å
- Multiplicity: 6

```
28
Properties=species:S:1:pos:R:3:forces:R:3:mulliken_spin:R:1
Cr 0.846 -0.264 0.165 0.863 -1.371 1.237 3.947
C -2.689 -0.327 1.279 -0.232 0.162 0.490 0.002
O -1.374 -0.224 0.903 -0.563 -0.158 0.582 0.868
H -3.018 0.207 2.171 0.615 0.268 0.233 0.003
H -3.242 0.145 0.466 -0.488 -0.055 -0.332 0.082
H -3.063 -1.347 1.368 0.243 -0.363 -0.410 0.036
C 1.703 -2.400 2.548 0.786 0.238 -0.583 0.005
O 2.041 -1.411 1.640 -1.866 2.452 -2.290 0.010
H 1.915 -3.339 2.037 -0.160 -0.718 0.507 0.002
H 2.395 -2.259 3.378 -0.191 -0.532 0.519 0.000
H 0.673 -2.394 2.905 -0.254 0.010 0.149 -0.004
C -0.897 1.329 -2.040 5.034 0.894 -0.063 -0.011
O 0.111 0.801 -1.550 0.883 -0.880 0.776 -0.009
N -2.069 1.067 -1.741 -7.176 -3.210 3.080 0.012
N -0.817 2.311 -2.876 1.024 2.764 -2.473 0.004
H -2.194 0.420 -0.975 -0.228 0.001 -0.507 -0.002
H -2.884 1.524 -2.122 0.242 -0.211 0.099 0.001
H -1.683 2.814 -3.008 0.749 0.472 -0.522 0.000
H 0.090 2.734 -3.011 -0.361 0.117 -0.301 0.001
O 0.597 -1.982 -1.058 -0.123 -0.413 -0.199 0.005
H 0.921 -2.839 -0.780 0.346 -0.253 0.445 0.003
H 0.065 -2.166 -1.831 -0.214 0.239 -0.317 0.006
O 2.726 0.331 -0.522 0.919 0.598 -0.651 0.017
H 3.133 1.037 -0.019 0.089 0.162 0.353 0.002
H 3.456 -0.094 -0.972 0.092 -0.448 -0.125 0.005
O 1.044 1.753 1.059 -0.006 0.269 0.171 0.010
H 1.051 2.596 0.604 -0.094 0.195 -0.369 0.003
H 1.163 1.978 1.981 0.071 -0.228 0.501 0.004
```
Positions in Å, forces in eV/Å.

---

No. 3
A molecular structure, C23H23Cl2LiN7O2. Source: the OMol25 dataset; level of theory: ωB97M-V/def2-TZVPD.

Calculated values
- Gap between HOMO and LUMO: 5.964 eV
- Net charge: -1
- E_LUMO: 2.17 eV
- Max |F|: 0.26 eV/Å
- Energy above the lowest of the compared OMol25 structures with the same formula, charge and spin: 71.0 kJ/mol
- Multiplicity: 1

```
58
Properties=species:S:1:pos:R:3:forces:R:3:nbo_charge:R:1
Li -0.048 -0.286 0.131 0.035 0.072 0.221 0.888
Cl -0.336 -5.547 -4.198 -0.008 0.011 0.034 -0.040
C -0.410 -4.591 -2.738 -0.032 -0.042 0.095 -0.067
C -0.023 -3.260 -2.798 -0.015 0.097 0.016 -0.287
C -0.055 -2.437 -1.668 0.078 0.115 -0.079 0.129
N 0.363 -1.095 -1.638 0.003 -0.061 0.017 -0.741
C 0.878 -0.505 -2.709 -0.041 -0.060 -0.024 0.596
O 0.951 -0.874 -3.896 -0.009 0.017 0.032 -0.711
C 1.502 0.864 -2.436 0.047 -0.033 0.188 0.142
C 1.619 1.755 -3.504 0.066 0.044 -0.067 -0.229
C 2.233 2.974 -3.303 0.020 -0.018 -0.017 -0.187
C 2.747 3.266 -2.043 -0.019 0.020 -0.009 -0.286
C 2.585 2.324 -1.045 -0.134 -0.155 0.026 0.028
N 1.963 1.153 -1.218 0.055 0.094 -0.052 -0.422
C -0.499 -2.996 -0.431 -0.075 0.048 0.166 0.223
C -0.885 -4.339 -0.403 0.026 0.041 0.051 -0.292
C -0.842 -5.130 -1.542 0.015 0.072 -0.073 -0.084
Cl -1.351 -6.796 -1.423 0.017 0.021 -0.006 -0.038
N -0.548 -2.124 0.668 -0.005 -0.009 -0.254 -0.757
C -0.877 -2.537 1.881 -0.016 -0.062 0.008 0.593
O -1.127 -3.674 2.322 0.025 0.030 0.000 -0.715
C -0.985 -1.404 2.904 0.077 0.117 -0.114 0.148
C -1.231 -1.738 4.235 -0.058 0.001 0.059 -0.228
C -1.402 -0.732 5.165 -0.012 -0.014 -0.019 -0.181
C -1.346 0.589 4.741 0.007 0.032 0.002 -0.285
C -1.083 0.830 3.404 0.092 -0.175 -0.172 0.034
N -0.881 -0.134 2.501 -0.033 0.036 0.103 -0.446
H 0.307 -2.846 -3.735 0.011 0.006 -0.005 0.267
H 1.241 1.447 -4.469 -0.016 -0.010 0.024 0.244
H 2.333 3.683 -4.117 -0.008 -0.002 0.012 0.204
H 3.262 4.197 -1.844 -0.011 -0.018 0.007 0.205
H 2.967 2.516 -0.044 -0.019 -0.020 -0.039 0.178
H -1.214 -4.766 0.529 0.001 0.000 0.007 0.264
H -1.297 -2.787 4.485 0.013 0.000 -0.012 0.249
H -1.591 -0.969 6.206 -0.007 -0.007 0.003 0.204
H -1.502 1.414 5.426 0.013 -0.028 -0.023 0.205
H -1.032 1.845 3.023 -0.049 -0.084 0.014 0.180
C 0.552 4.398 2.423 -0.007 0.077 -0.072 -0.412
N -0.027 4.650 1.118 0.050 -0.123 -0.133 -0.475
C 0.756 5.618 0.353 -0.100 -0.017 0.057 -0.407
C -0.421 3.495 0.395 0.020 0.080 -0.092 0.608
N -0.126 2.290 0.704 -0.215 -0.084 -0.072 -0.783
N -1.164 3.770 -0.734 0.064 -0.005 -0.024 -0.448
C -2.075 4.896 -0.808 0.064 -0.170 -0.008 -0.409
C -1.461 2.690 -1.661 -0.018 0.066 0.150 -0.408
H 0.607 5.340 2.968 0.001 0.017 0.001 0.201
H 1.569 3.983 2.367 0.019 -0.023 -0.014 0.173
H -0.071 3.709 2.989 -0.011 0.043 0.008 0.213
H 1.799 5.298 0.249 0.041 -0.033 -0.007 0.179
H 0.743 6.583 0.861 -0.023 0.004 0.020 0.192
H 0.340 5.741 -0.644 0.023 -0.002 0.023 0.219
H 0.545 2.236 1.461 0.031 0.034 -0.056 0.349
H -1.966 5.530 0.064 0.007 0.044 0.063 0.220
H -3.110 4.540 -0.853 0.000 0.003 0.023 0.189
H -1.890 5.492 -1.707 0.010 -0.011 -0.008 0.186
H -2.423 2.219 -1.429 0.009 -0.021 0.005 0.186
H -0.686 1.934 -1.611 0.007 0.004 0.007 0.249
H -1.502 3.087 -2.677 -0.007 0.039 0.006 0.192
```
Positions in Å, forces in eV/Å.

---

No. 4
A molecular structure, CH14Ni3O10 at a distorted geometry. Source: the OMol25 dataset; level of theory: ωB97M-V/def2-TZVPD.

Calculated values
- Gap between HOMO and LUMO (spin up / spin down): 5.797 / 3.950 eV
- Net charge: +4
- E_LUMO (spin up / spin down): -16.77 / -18.61 eV
- Max |F|: 9.38 eV/Å
- Energy above the lowest of the compared OMol25 structures with the same formula, charge and spin: 0.0 kJ/mol
- Multiplicity: 7

```
28
Properties=species:S:1:pos:R:3:forces:R:3:mulliken_spin:R:1
Ni -2.608 0.544 -1.035 -0.444 -0.792 1.661 1.878
Ni 1.514 -1.201 -2.412 1.135 -0.103 2.471 1.819
Ni 2.811 1.053 0.493 -1.466 0.382 0.209 1.806
C 0.482 0.381 -0.165 -4.447 2.432 2.937 -0.006
O 1.474 -0.048 -0.732 6.377 -3.822 -5.725 0.125
O 0.774 1.174 0.759 0.300 0.559 1.078 0.140
O -0.655 0.002 -0.517 -1.604 -0.270 -1.256 0.059
O 2.777 -2.641 -1.401 -1.378 1.016 -1.065 0.040
H 3.475 -2.641 -0.746 0.597 0.263 0.102 0.001
H 2.620 -3.567 -1.585 -0.072 -0.931 -0.308 0.000
O -3.131 -0.883 0.480 0.381 0.789 -0.717 0.041
H -3.957 -1.247 0.797 -0.883 0.034 0.016 0.001
H -2.457 -1.367 0.957 0.476 -0.053 0.220 -0.001
O -2.738 -1.170 -2.366 0.894 1.153 0.697 0.018
H -1.873 -1.493 -2.615 0.028 -0.201 -0.044 0.000
H -3.345 -1.647 -2.931 -0.987 -0.045 -0.346 0.002
O 3.082 -0.709 1.632 0.022 0.818 -1.256 0.021
H 2.911 -1.032 2.516 -0.106 0.269 0.971 0.000
H 3.391 -1.478 1.152 0.315 -0.216 0.094 0.001
O -1.407 1.036 2.727 -0.310 -0.202 -0.728 0.001
H -1.103 0.760 3.592 -0.240 0.013 0.583 0.000
H -0.643 0.934 2.160 0.369 0.250 0.018 -0.002
O 2.558 2.645 -0.895 0.615 -0.969 0.784 0.027
H 1.948 2.743 -1.626 -0.318 -0.077 -0.300 0.000
H 2.854 3.536 -0.708 0.444 0.735 0.244 0.000
O -2.964 2.029 0.443 0.393 -1.727 -1.464 0.026
H -3.089 2.866 0.890 -0.203 0.937 -0.247 0.004
H -2.704 1.422 1.136 0.112 -0.240 1.371 -0.001
```
Positions in Å, forces in eV/Å.